This record from the OMol25 dataset describes a structure of composition C3H5LiO3Sn in a non-equilibrium geometry. The level of theory is ωB97M-V/def2-TZVPD.

```
! wB97M-V def2-TZVPD RIJCOSX def2/J DEFGRID3
* xyz 0 1
O 0.039 -1.414 -0.133
C -1.255 -0.985 0.050
C 0.964 -0.634 0.624
O -2.032 -1.312 -0.875
O -0.420 0.852 -0.468
C 0.926 0.742 -0.027
H 1.943 -1.123 0.608
H 0.627 -0.500 1.664
H 1.730 0.821 -0.774
H 1.174 1.512 0.722
H -1.605 -0.637 1.040
Li -0.777 0.004 -2.211
Sn -1.313 2.674 -0.221
*
```

Computed properties:
LUMO energy (alpha / beta) in eV: -0.545 / -0.755
HOMO (alpha / beta) in eV: -5.24 / -5.33
Relative energy (zero: lowest compared OMol25 entry of this formula, charge and spin) in eV: 0.000
Gap between HOMO and LUMO (alpha / beta) in eV: 4.7 / 4.6

=====

This record from the OMol25 dataset describes a structure of composition C3H5LiO4Y in a non-equilibrium geometry. The level of theory is ωB97M-V/def2-TZVPD.

```
! wB97M-V def2-TZVPD RIJCOSX def2/J DEFGRID3
* xyz 1 1
Li -0.964 -0.836 2.019
Y -0.970 -1.339 -0.987
O 1.360 -1.045 0.424
O 0.850 0.514 -1.303
O 0.077 0.854 0.821
C -1.184 1.426 0.364
C -2.192 0.430 -0.195
C 1.162 0.545 -0.046
H -1.541 1.852 1.316
H -0.893 2.205 -0.355
H -2.759 0.931 -0.997
H -2.924 0.171 0.597
O 2.168 1.359 0.409
H 3.000 0.953 0.138
*
```

Computed properties:
LUMO energy (alpha / beta) in eV: -6.182 / -6.184
HOMO (alpha / beta) in eV: -11.96 / -11.96
Gap between HOMO and LUMO (alpha / beta) in eV: 5.8 / 5.8

=====

This record from the OMol25 dataset describes a cluster of 2 separate species, C3H5N in total in a non-equilibrium geometry. The level of theory is ωB97M-V/def2-TZVPD.

```
! wB97M-V def2-TZVPD RIJCOSX def2/J DEFGRID3
* xyz 0 1
C 1.073 -0.662 0.916
C -1.558 0.626 -0.195
C 1.289 -0.407 -0.347
N 0.776 -0.988 2.013
H -1.375 -0.025 0.661
H -1.878 1.707 -0.131
H -1.180 0.399 -1.200
H 0.993 0.508 -0.803
H 1.860 -1.159 -0.914
*
```

Computed properties:
LUMO energy (alpha / beta) in eV: -2.790 / -3.312
HOMO (alpha / beta) in eV: -7.71 / -7.21
Relative energy (zero: lowest compared OMol25 entry of this formula, charge and spin) in eV: 6.323
Gap between HOMO and LUMO (alpha / beta) in eV: 4.9 / 3.9

=====

This record from the OMol25 dataset describes an isolated molecule of C3H5N in a non-equilibrium geometry. The level of theory is ωB97M-V/def2-TZVPD.

```
! wB97M-V def2-TZVPD RIJCOSX def2/J DEFGRID3
* xyz 0 1
C -1.922 -0.220 -0.080
C -0.818 0.266 0.126
C 0.631 0.605 -0.018
N 1.467 -0.540 -0.110
H -2.807 -0.843 -0.017
H 0.914 1.187 0.902
H 0.775 1.178 -0.897
H 1.002 -1.196 0.543
H 2.501 -0.457 0.069
*
```

Computed properties:
LUMO energy in eV: 1.077
HOMO in eV: -9.25
Relative energy (zero: lowest compared OMol25 entry of this formula, charge and spin) in eV: 2.400
SMILES: C#CCN
Gap between HOMO and LUMO in eV: 10.3

=====

This record from the OMol25 dataset describes a cluster of 2 separate species, C3H5N in total in a non-equilibrium geometry. The level of theory is ωB97M-V/def2-TZVPD.

```
! wB97M-V def2-TZVPD RIJCOSX def2/J DEFGRID3
* xyz 0 1
C 0.643 -0.236 1.964
C 0.721 -0.262 -0.311
C -0.443 0.299 -0.840
N -0.714 0.290 -2.145
H 1.256 -1.143 2.027
H -0.235 0.085 2.389
H 1.793 -0.248 -0.529
H -1.333 0.629 -0.246
H -1.687 0.585 -2.308
*
```

Computed properties:
LUMO energy (alpha / beta) in eV: -0.888 / -0.220
HOMO (alpha / beta) in eV: -9.44 / -9.10
Relative energy (zero: lowest compared OMol25 entry of this formula, charge and spin) in eV: 7.296
Gap between HOMO and LUMO (alpha / beta) in eV: 8.5 / 8.9

=====

This record from the OMol25 dataset describes a structure of composition C3H5N in a non-equilibrium geometry. The level of theory is ωB97M-V/def2-TZVPD.

```
! wB97M-V def2-TZVPD RIJCOSX def2/J DEFGRID3
* xyz 0 1
C -0.628 -0.033 -0.914
C 0.753 -0.410 -0.461
C -0.212 0.390 1.086
N -1.246 0.477 0.071
H -1.061 -0.158 -1.899
H 0.978 -1.459 -0.344
H 1.579 0.194 -0.807
H -0.394 -0.325 1.873
H 0.230 1.323 1.395
*
```

Computed properties:
LUMO energy in eV: 1.174
HOMO in eV: -9.07
Relative energy (zero: lowest compared OMol25 entry of this formula, charge and spin) in eV: 2.552
Gap between HOMO and LUMO in eV: 10.2

=====

This record from the OMol25 dataset describes an isolated molecule of C3H5N in a non-equilibrium geometry. The level of theory is ωB97M-V/def2-TZVPD.

```
! wB97M-V def2-TZVPD RIJCOSX def2/J DEFGRID3
* xyz 0 1
C 0.052 0.371 -0.533
C 1.354 0.373 0.320
C -1.097 -0.374 0.023
N 2.134 -0.480 -0.182
H 0.225 0.733 -1.575
H 1.446 0.888 1.270
H -0.818 -0.448 1.142
H -1.346 -1.426 -0.409
H -1.948 0.363 -0.056
*
```

Computed properties:
LUMO energy (alpha / beta) in eV: 0.036 / 0.065
HOMO (alpha / beta) in eV: -8.53 / -9.28
Relative energy (zero: lowest compared OMol25 entry of this formula, charge and spin) in eV: 3.769
Gap between HOMO and LUMO (alpha / beta) in eV: 8.6 / 9.3

=====

This record from the OMol25 dataset describes the ion C3H5N2 with charge +1 in a non-equilibrium geometry. The level of theory is ωB97M-V/def2-TZVPD.

```
! wB97M-V def2-TZVPD RIJCOSX def2/J DEFGRID3
* xyz 1 1
C 0.491 -1.012 -0.419
C -0.597 -0.362 -0.925
N -0.822 0.749 -0.204
C 0.020 0.761 0.862
N 0.903 -0.226 0.631
H 1.035 -1.867 -0.773
H -1.098 -0.746 -1.798
H -1.551 1.451 -0.247
H 0.404 1.632 1.377
H 1.602 -0.480 1.304
*
```

Computed properties:
LUMO energy in eV: -4.205
HOMO in eV: -15.05
Relative energy (zero: lowest compared OMol25 entry of this formula, charge and spin) in eV: 0.489
SMILES: c1c[nH+]c[nH]1
Gap between HOMO and LUMO in eV: 10.8

=====

Q: Which molecular weight values were calculated for the entries above? A: 214.722 200.916 55.080 55.080 55.080 55.080 55.080 69.087, in g/mol.